Molecular formula: C26H60CrN2O7P2Si2Te
Method: DFT, ωB97M-V/def2-TZVPD

Positions of all 101 atoms, in Å:
Cr1 0.77231 0.28762 0.49186
C1 -3.10199 3.90385 1.61691
C2 -2.34334 3.28599 0.46532
C3 -2.79497 3.78817 -0.88888
O1 -2.54101 1.82512 0.43917
P1 -2.03030 0.83813 1.53046
O2 -0.59363 1.02827 1.90973
C4 -2.31531 -0.77487 0.77844
P2 -1.63200 -1.08677 -0.86668
O3 -0.14820 -0.82917 -0.90975
O4 -2.37869 -0.19079 -1.88800
C5 -3.72371 -0.48938 -2.44435
C6 -4.50637 0.79928 -2.38106
C7 -3.53781 -1.02356 -3.84536
O5 -2.00983 -2.56813 -1.17221
C8 -1.04760 -3.68341 -1.29205
C9 -1.70076 -4.70680 -2.18824
C10 -0.73728 -4.19893 0.09730
O6 -2.97393 0.88132 2.77070
C11 -2.50854 0.93196 4.17536
C12 -2.03139 -0.44442 4.58612
C13 -3.69010 1.42458 4.97415
H1 -3.03947 4.98888 1.53904
H2 -2.68743 3.61212 2.58220
H3 -4.15308 3.61723 1.57813
H4 -1.26831 3.43699 0.58950
H5 -3.87574 3.92573 -0.91377
H6 -2.50832 3.08435 -1.67045
H7 -2.31991 4.74727 -1.09651
H8 -3.39198 -0.96806 0.75118
H9 -1.88923 -1.51519 1.46267
H10 -4.17402 -1.24986 -1.80313
H11 -4.04243 1.55338 -3.01820
H12 -4.55689 1.17750 -1.35992
H13 -5.52006 0.62315 -2.73922
H14 -3.02100 -0.29043 -4.46404
H15 -4.51304 -1.22819 -4.28615
H16 -2.96213 -1.94851 -3.83757
H17 -0.15101 -3.27297 -1.75668
H18 -2.62385 -5.07380 -1.73936
H19 -1.02551 -5.55029 -2.32988
H20 -1.92474 -4.28246 -3.16588
H21 -1.64990 -4.53609 0.59058
H22 -0.25973 -3.42112 0.69874
H23 -0.05363 -5.04525 0.02661
H24 -1.68620 1.64598 4.20188
H25 -2.83880 -1.17134 4.48728
H26 -1.71420 -0.42484 5.62779
H27 -1.17765 -0.75423 3.97922
H28 -4.51370 0.71311 4.91909
H29 -4.03484 2.39124 4.61005
H30 -3.39567 1.53461 6.01781
C14 3.02861 1.44687 1.44629
Si1 3.64919 2.99158 0.55197
C15 4.15139 4.29991 1.78266
C16 5.06842 2.48264 -0.55139
C17 2.19359 3.68951 -0.44032
Te1 0.86861 2.31327 -1.40799
C18 2.22541 1.36092 -2.76979
Si2 1.54526 1.32982 -4.55582
C19 -0.06505 0.36595 -4.50913
C20 2.82429 0.47061 -5.61165
C21 1.25387 3.09098 -5.11698
H31 3.78664 1.08916 2.14843
H32 2.92899 0.60979 0.73639
H33 2.10861 1.60451 2.02625
H34 4.96581 3.94400 2.41730
H35 3.31945 4.57904 2.43238
H36 4.49839 5.20580 1.28269
H37 5.94195 2.22396 0.05162
H38 5.36832 3.29752 -1.21368
H39 4.83287 1.61402 -1.16544
H40 2.51826 4.42480 -1.17798
H41 1.51194 4.21783 0.23401
H42 2.41114 0.35260 -2.39691
H43 3.15648 1.92071 -2.71434
H44 0.11780 -0.70730 -4.41159
H45 -0.61468 0.52493 -5.44061
H46 -0.71596 0.66981 -3.68724
H47 3.01615 -0.54490 -5.25907
H48 3.77289 1.01095 -5.60930
H49 2.49099 0.40185 -6.64911
H50 0.52294 3.61587 -4.49940
H51 0.87489 3.09116 -6.14152
H52 2.17774 3.67355 -5.11590
N1 1.38032 -1.34606 1.70850
C22 1.84545 -2.19312 2.35019
N2 2.37041 -3.13505 3.06555
C23 3.82113 -3.41053 3.03601
C24 4.02337 -4.87866 2.69641
O7 3.29952 -5.69334 3.59306
C25 1.90869 -5.48276 3.49058
C26 1.55841 -4.05574 3.88269
H53 4.23148 -3.19631 4.02415
H54 4.29603 -2.76282 2.30121
H55 5.07292 -5.14613 2.79724
H56 3.70366 -5.07250 1.66409
H57 1.42846 -6.18799 4.16535
H58 1.56778 -5.68207 2.46531
H59 1.80216 -3.88826 4.93324
H60 0.50190 -3.84733 3.72166

## Properties
Charge = +2
HOMO-LUMO gap (alpha / beta) = 8.78 / 9.37 eV
Molecular weight = 810.49 g/mol
LUMO (alpha / beta) = -4.888 / -4.371 eV
HOMO (alpha / beta) = -13.67 / -13.74 eV
Multiplicity = 5
Energy relative to the best compared isomer or geometry (same formula, charge and spin) = 0.00 kcal per mole